No. 1
# C42H56ClFN2O12S5

A cluster of 5 separate species, C42H56ClFN2O12S5 in total at a distorted geometry (ωB97M-V with the def2-TZVPD basis set, the Open Molecules 2025 dataset).

XYZ file:
```
119
Properties=species:S:1:pos:R:3:forces:R:3
C -4.3143 -2.1041 5.4985 -0.017 -0.423 -0.431
C -2.8274 -1.9229 5.1659 0.153 0.359 0.596
O -2.0667 -2.3551 6.3087 0.146 -0.052 -0.144
C -2.4463 -0.4600 4.9070 -0.343 -0.023 1.018
O -3.3898 0.2332 4.0854 0.641 -0.090 -0.300
C -2.8581 1.1991 3.2695 -0.066 0.318 -0.685
C -3.2096 1.1847 1.9043 -0.075 -0.159 -0.076
C -4.1098 0.0900 1.3724 -0.238 -0.417 0.430
C -3.4325 -1.2568 1.1833 0.202 -0.017 -0.085
C -3.8211 -2.3308 1.9703 -0.356 -0.041 0.326
C -3.2606 -3.5973 1.8528 0.054 0.438 -0.354
C -2.2878 -3.7979 0.8795 -0.347 -0.085 0.467
C -1.9013 -2.7387 0.0653 0.401 -0.343 -0.170
C -2.4500 -1.4740 0.2135 -0.163 -0.024 0.137
C -2.7217 2.1872 1.0747 -0.284 -0.255 0.002
Cl -3.1826 2.1481 -0.6231 0.261 0.182 0.245
C -1.8987 3.2283 1.5221 -0.677 -0.598 -0.775
C -1.5543 3.2177 2.8603 0.457 0.541 -0.180
C -2.0311 2.2254 3.7140 -0.041 0.148 0.654
N -1.6546 2.3436 5.1160 0.270 -0.936 -0.438
C -0.5123 1.9786 5.3675 -0.078 1.276 -0.249
O 0.6035 1.7890 5.6153 -0.042 -0.539 0.383
S -0.4999 4.5094 3.5006 -0.169 -0.092 -0.021
C 0.4287 4.8962 2.0258 -0.579 -0.435 0.034
C 1.7353 5.3675 2.0928 0.459 0.537 0.451
C 2.4651 5.5358 3.4219 0.228 -0.435 -0.784
C 3.5659 4.4405 3.5084 -0.783 -0.328 0.135
C 3.6826 3.8499 4.9121 0.332 0.137 -0.655
O 4.4567 2.6548 4.8176 0.029 -0.074 -0.028
C 2.4401 5.6959 0.9357 -0.338 -0.106 -0.125
C 1.8156 5.5249 -0.2912 0.454 0.142 1.075
F 2.5054 5.8255 -1.4072 -0.278 -0.037 -0.029
C 0.5308 5.0512 -0.3533 -0.361 -0.099 -0.882
C -0.1816 4.7145 0.7886 0.498 0.448 -0.265
N -1.4885 4.1992 0.5925 1.094 -0.087 0.823
H -4.7345 -2.8511 4.8201 -0.217 0.193 0.032
H -4.4340 -2.5122 6.5017 0.222 0.109 0.013
H -4.8926 -1.1824 5.4300 0.067 -0.030 -0.116
H -2.4900 -2.5480 4.3401 -0.293 0.015 -0.106
H -1.5217 -1.6345 6.6384 0.021 0.007 0.004
H -2.4697 0.0162 5.8986 0.005 0.012 -0.093
H -1.4156 -0.3846 4.5483 -0.160 -0.067 -0.403
H -4.5921 0.3581 0.4356 0.149 0.284 0.028
H -4.9183 -0.0525 2.0950 0.073 0.016 -0.021
H -4.5994 -2.1648 2.7077 0.050 0.006 -0.010
H -3.5995 -4.3852 2.5154 0.103 -0.075 -0.093
H -1.8516 -4.7860 0.7833 0.161 0.169 -0.117
H -1.1554 -2.9474 -0.6948 -0.096 0.265 0.053
H -2.1305 -0.6670 -0.4374 0.008 -0.015 0.045
H 1.7495 5.4181 4.2350 0.203 0.180 0.133
H 2.9102 6.5317 3.4391 -0.142 0.012 0.260
H 3.2215 3.6219 2.8677 0.186 -0.055 0.060
H 4.5209 4.7726 3.0987 0.010 0.079 0.178
H 4.1928 4.5567 5.5756 -0.296 -0.017 0.193
H 2.6655 3.6215 5.2426 0.120 0.090 0.273
H 4.1996 2.0560 5.5229 -0.007 0.051 0.077
H 3.4507 6.0781 1.0051 -0.029 -0.003 -0.082
H 0.0682 4.9393 -1.3257 0.036 -0.013 0.008
H -1.5001 3.8193 -0.3464 -0.538 0.133 -0.046
C 2.1167 2.0405 -3.9888 -0.070 0.078 0.006
C 1.7983 2.2371 -5.4734 -0.041 -0.013 -0.048
C 0.8617 3.4484 -5.5830 0.086 -0.323 -0.215
S 1.2312 4.4964 -4.1698 0.376 -0.213 -0.288
O 0.0617 4.5168 -3.3212 -0.146 0.171 -0.086
O 1.8573 5.7146 -4.6128 -0.239 0.142 0.098
C 2.4578 3.4203 -3.4387 0.132 -0.324 0.058
H 2.9356 1.3375 -3.8421 -0.016 -0.010 0.013
H 1.2407 1.6470 -3.4769 0.023 -0.049 0.024
H 2.7234 2.4338 -6.0203 -0.026 0.016 -0.019
H 1.3399 1.3459 -5.9092 0.246 0.263 0.048
H 1.0203 4.0141 -6.4978 -0.053 0.142 0.082
H -0.1840 3.1535 -5.5064 -0.009 0.089 0.102
H 2.3951 3.4775 -2.3551 -0.051 0.152 -0.014
H 3.4360 3.7618 -3.7764 -0.038 0.102 -0.001
C -2.4750 -2.0171 -5.2351 0.069 0.430 -0.265
C -2.6533 -0.9785 -6.3523 0.057 -0.067 0.074
C -1.5743 0.0922 -6.1587 -0.324 0.125 -0.220
S -0.1992 -0.7350 -5.3511 -0.370 -0.627 -0.198
O -0.0380 -0.1754 -4.0319 0.173 0.098 -0.016
O 0.9073 -0.8325 -6.2737 0.154 0.118 0.199
C -0.9812 -2.3327 -5.1902 -0.337 -0.104 0.002
H -3.0593 -2.9069 -5.4163 -0.047 -0.012 -0.016
H -2.7954 -1.5912 -4.2819 0.013 -0.083 0.037
H -2.5262 -1.4610 -7.3240 0.029 0.004 0.009
H -3.6483 -0.5355 -6.3354 0.008 0.009 -0.010
H -1.2309 0.5093 -7.1030 0.135 0.045 0.076
H -1.9153 0.8916 -5.5021 0.100 -0.028 0.078
H -0.6622 -2.8029 -4.2631 0.110 0.111 0.017
H -0.6791 -2.9400 -6.0443 0.063 0.074 -0.023
C 7.0723 -0.2080 2.3709 -0.104 0.016 -0.056
C 5.6595 0.2931 2.6972 0.077 -0.056 -0.039
C 4.6753 -0.5419 1.8679 -0.035 0.369 0.147
S 5.4657 -2.1341 1.6024 0.028 0.114 0.221
O 5.7327 -2.2899 0.1950 -0.070 -0.131 -0.006
O 4.7710 -3.1497 2.3524 -0.015 -0.113 -0.190
C 6.9997 -1.7305 2.4317 0.261 0.221 0.083
H 7.8114 0.1838 3.0684 0.002 0.000 -0.008
H 7.3549 0.1112 1.3651 0.032 -0.030 0.004
H 5.4590 0.1509 3.7601 0.001 0.018 -0.004
H 5.5476 1.3545 2.4864 -0.042 0.004 0.066
H 3.7324 -0.6980 2.3861 -0.026 -0.126 -0.090
H 4.4913 -0.0962 0.8921 0.031 -0.114 -0.054
H 7.8260 -2.2269 1.9284 -0.104 -0.111 -0.055
H 6.9205 -2.0820 3.4601 -0.048 -0.046 -0.021
C -3.4490 -7.3083 -2.3456 0.049 0.012 -0.141
C -2.1888 -7.7548 -3.0991 -0.034 0.007 0.077
C -1.7161 -6.5666 -3.9465 0.084 -0.377 -0.066
S -2.2681 -5.0899 -3.0845 -0.041 -0.494 0.374
O -3.2454 -4.4177 -3.9046 0.074 -0.068 0.140
O -1.1264 -4.3917 -2.5466 -0.044 0.192 -0.273
C -3.1229 -5.9367 -1.7628 -0.191 -0.299 0.095
H -3.7264 -8.0156 -1.5657 -0.008 0.012 0.004
H -4.2869 -7.2279 -3.0418 -0.020 0.014 0.032
H -1.4127 -8.0268 -2.3810 -0.001 0.022 0.002
H -2.3781 -8.6278 -3.7216 0.017 0.010 -0.011
H -0.6335 -6.5358 -4.0423 -0.010 0.156 -0.030
H -2.1760 -6.5668 -4.9331 -0.040 0.114 0.024
H -4.0018 -5.3652 -1.4730 0.097 0.147 -0.025
H -2.4337 -6.0166 -0.9226 -0.007 0.043 -0.078
```
Forces are in eV/Å.

Output
- SMILES = C[C@H](O)COc1c(Cc2ccccc2)c(Cl)c2c(c1N=C=O)Sc1c(CCCO)cc(F)cc1N2.O=S1(=O)CCCC1.O=S1(=O)CCCC1.O=S1(=O)CCCC1.O=S1(=O)CCCC1
- HOMO-LUMO gap (eV) = 8.0
- 2S+1 = 1
- LUMO level (eV) = 0.24
- molar mass (g/mol) = 995.70
- HOMO (eV) = -7.75

Here are the Mulliken charges for atoms 1 to 99, given in e:
1. C -1.3407
2. C 0.9715
3. O -0.6203
4. C -1.4091
5. O -0.6251
6. C 0.5652
7. C -0.3602
8. C -2.0565
9. C 0.8395
10. C -0.1483
11. C -0.8037
12. C -0.6536
13. C -1.0059
14. C -0.4431
15. C 0.7538
16. Cl -0.2837
17. C -0.1544
18. C 0.9621
19. C 0.0515
20. N -0.6468
21. C 0.7902
22. O -0.4689
23. S -0.4706
24. C -0.0126
25. C 0.5813
26. C -1.2499
27. C -0.4345
28. C -0.4720
29. O -0.4259
30. C -0.6339
31. C -0.3232
32. F -0.3562
33. C -0.5419
34. C 0.1782
35. N -0.2550
36. H 0.1926
37. H 0.4897
38. H 0.2641
39. H 0.0943
40. H 0.3276
41. H 0.6386
42. H 0.4870
43. H 0.7602
44. H 0.3353
45. H 0.3788
46. H 0.4779
47. H 0.7616
48. H 0.5246
49. H 0.5748
50. H 0.5370
51. H 0.4943
52. H 0.3456
53. H 0.3522
54. H 0.2200
55. H 0.2531
56. H 0.2945
57. H 0.5106
58. H 1.0213
59. H 0.2405
60. C -0.4847
61. C -0.5171
62. C -0.6666
63. S 1.2357
64. O -0.7143
65. O -0.7349
66. C -0.6237
67. H 0.5046
68. H 0.1932
69. H 0.3706
70. H 0.1037
71. H 0.3811
72. H 0.2440
73. H 0.3179
74. H 0.3382
75. C -0.4171
76. C -0.9259
77. C -0.6350
78. S 1.2389
79. O -0.5820
80. O -0.7547
81. C -0.7971
82. H 0.5094
83. H 0.2056
84. H 0.3230
85. H 0.3866
86. H 0.4148
87. H 0.3688
88. H 0.3655
89. H 0.2977
90. C -0.6893
91. C -0.3159
92. C -0.6563
93. S 1.1618
94. O -0.6565
95. O -0.6719
96. C -0.7481
97. H 0.3538
98. H 0.3283
99. H 0.1907

No. 2
# C42H57BCsN5O4P2S

A structure of composition C42H57BCsN5O4P2S (ωB97M-V with the def2-TZVPD basis set, the Open Molecules 2025 dataset).

XYZ file:
```
113
Properties=species:S:1:pos:R:3:forces:R:3
Cs 0.6735 0.5679 0.4814 0.418 -0.368 -0.391
C -1.6334 -0.1321 5.4736 0.002 0.003 0.003
C -2.5204 -0.7724 4.3977 0.008 0.010 -0.015
C -3.2924 0.3797 3.7297 0.002 0.008 -0.002
C -3.5306 -1.7067 5.0653 -0.001 0.021 0.001
P -1.4089 -1.4915 3.0269 -0.045 -0.027 0.051
C -2.7712 -2.0405 1.8700 0.020 -0.023 0.016
N -2.2758 -2.7231 0.6978 -0.015 0.004 0.019
B -1.0935 -2.3234 -0.1030 -0.070 -0.114 -0.084
N -1.1616 -3.3723 -1.1524 -0.008 0.017 0.027
C -0.2159 -3.5080 -2.2353 -0.010 0.038 0.018
P 1.5246 -3.8721 -1.6725 -0.014 -0.007 0.003
C 1.5118 -5.7555 -1.4988 -0.017 -0.018 0.022
C 2.8279 -6.1869 -0.8390 -0.029 0.004 -0.008
C 0.3903 -6.0565 -0.4941 -0.011 -0.031 -0.015
C 1.2729 -6.5866 -2.7570 -0.014 0.022 -0.021
C 2.4217 -3.3900 -3.2661 0.054 0.005 -0.010
C 2.6519 -1.8787 -3.1151 -0.014 0.040 -0.014
C 1.6833 -3.6390 -4.5856 0.009 0.034 0.019
C 3.7963 -4.0581 -3.3339 -0.006 -0.012 0.006
C -2.2739 -4.1743 -1.0341 -0.066 0.050 -0.011
C -2.7596 -5.2170 -1.8088 -0.054 0.038 -0.021
C -3.9480 -5.8509 -1.4294 -0.004 0.000 -0.008
C -4.6370 -5.4469 -0.2977 0.003 0.004 0.008
C -4.1574 -4.3949 0.4915 -0.004 -0.005 -0.002
C -2.9790 -3.7645 0.1273 0.023 -0.004 0.005
C -0.7309 -3.1606 3.6324 0.001 -0.011 -0.029
C -0.1495 -3.0312 5.0434 0.009 0.017 0.001
C -1.7209 -4.3259 3.5959 0.001 0.013 0.008
C 0.4527 -3.4925 2.7092 -0.005 0.002 -0.017
H -2.2559 0.4886 6.1293 -0.008 -0.011 0.003
H -0.8715 0.5113 5.0312 0.001 -0.004 -0.011
H -1.1344 -0.8699 6.0989 0.014 0.002 -0.007
H -3.7399 1.0074 4.5086 0.001 0.003 -0.002
H -4.1033 0.0183 3.0965 -0.006 -0.001 -0.009
H -2.6314 1.0082 3.1271 0.001 -0.008 0.001
H -4.1437 -1.1314 5.7704 -0.002 -0.001 -0.003
H -3.0474 -2.5047 5.6287 0.030 -0.006 0.013
H -4.2093 -2.1641 4.3427 0.002 -0.006 -0.004
H -3.3276 -1.1440 1.5793 0.013 0.017 0.008
H -3.4654 -2.6880 2.4104 -0.017 -0.011 -0.003
H -0.1411 -2.5522 -2.7601 -0.031 0.005 0.008
H -0.5666 -4.2464 -2.9610 0.034 -0.001 -0.008
H 2.9990 -5.6228 0.0801 -0.003 0.002 -0.006
H 3.6918 -6.0466 -1.4865 0.036 0.020 -0.052
H 2.7719 -7.2507 -0.5801 0.005 0.000 -0.001
H 0.4709 -5.4264 0.3944 -0.009 -0.004 0.005
H 0.4629 -7.1038 -0.1781 0.012 -0.003 -0.002
H -0.6009 -5.9041 -0.9204 0.141 -0.076 0.058
H 2.1086 -6.5204 -3.4543 -0.003 0.008 -0.038
H 0.3639 -6.2794 -3.2792 0.001 0.000 0.009
H 1.1530 -7.6422 -2.4838 -0.002 0.007 -0.001
H 1.7317 -1.3063 -2.9958 -0.046 -0.001 0.010
H 3.1592 -1.4829 -4.0004 -0.002 -0.011 -0.015
H 3.2738 -1.6572 -2.2473 0.006 -0.006 0.023
H 0.7482 -3.0807 -4.6379 0.028 -0.016 -0.011
H 1.4624 -4.6924 -4.7535 -0.005 -0.077 0.015
H 2.3105 -3.2920 -5.4148 0.002 -0.009 0.004
H 4.3352 -3.9583 -2.3889 0.002 0.010 0.001
H 4.3927 -3.5695 -4.1118 0.008 -0.003 0.001
H 3.7296 -5.1181 -3.5848 0.010 -0.017 0.023
H -2.2351 -5.5411 -2.7002 -0.008 -0.003 -0.001
H -4.3332 -6.6639 -2.0341 0.001 -0.001 0.000
H -5.5590 -5.9446 -0.0203 -0.001 0.001 0.001
H -4.7077 -4.0792 1.3696 -0.004 -0.002 -0.001
H -0.9179 -2.9367 5.8107 -0.036 -0.003 0.007
H 0.5317 -2.1813 5.1185 -0.012 0.002 0.007
H 0.4288 -3.9352 5.2643 -0.004 0.002 -0.001
H -2.6053 -4.1440 4.2096 0.002 0.002 -0.008
H -1.2271 -5.2247 3.9843 -0.002 -0.002 -0.005
H -2.0456 -4.5447 2.5786 -0.009 -0.005 -0.025
H 1.2374 -2.7381 2.7961 -0.007 0.003 0.000
H 0.1586 -3.5340 1.6605 0.018 0.005 0.024
H 0.8756 -4.4609 3.0053 0.001 0.002 0.003
C -2.5930 1.0307 -0.7784 0.037 0.129 0.068
C -2.0951 1.8344 -1.9496 0.009 -0.001 0.001
C -3.0239 2.4938 -2.7914 0.002 0.000 -0.009
C -2.5567 3.2318 -3.8339 -0.006 -0.005 0.003
C -1.1678 3.3270 -4.0708 0.001 0.008 -0.016
C -0.6604 4.0945 -5.1447 -0.005 -0.010 0.004
C 0.6948 4.1470 -5.3267 0.009 -0.002 0.004
C 1.5641 3.4521 -4.4765 0.006 0.009 -0.016
C 1.1351 2.6726 -3.4034 0.016 -0.021 -0.002
S 2.2874 1.8270 -2.4330 -0.058 0.014 0.059
C -0.3011 2.6234 -3.1916 0.003 -0.014 -0.002
N -0.8002 1.8999 -2.1500 -0.020 0.041 0.015
H -3.6800 1.0871 -0.7029 -0.007 -0.093 -0.028
H -2.1808 1.4231 0.1545 -0.033 0.038 0.019
H -2.2768 -0.0149 -0.8510 -0.017 0.004 -0.004
H -4.0849 2.4050 -2.5923 0.000 -0.001 0.001
H -3.2372 3.7565 -4.4975 0.000 0.001 0.001
H -1.3491 4.6216 -5.7957 -0.002 0.000 0.001
H 1.1109 4.7314 -6.1414 0.002 -0.002 0.000
H 2.6320 3.5060 -4.6472 -0.002 -0.001 -0.003
N 2.1713 0.0705 3.9736 0.113 0.187 0.059
C 3.0216 -0.6924 4.1836 -0.049 -0.080 -0.059
H 1.4920 0.9010 3.9180 -0.140 -0.103 0.057
O 0.6395 2.1504 4.1150 0.078 0.082 -0.040
C -0.1621 2.7144 3.3194 0.098 -0.068 0.066
O -0.6441 2.2516 2.2770 -0.260 0.364 0.279
C -0.5634 4.1331 3.7148 -0.073 -0.006 -0.026
C -0.0925 4.6963 4.8961 -0.008 0.016 -0.010
C -0.4580 5.9819 5.2557 -0.003 -0.010 0.011
C -1.2992 6.6881 4.4111 -0.074 -0.008 0.052
C -1.7804 6.1550 3.2264 -0.002 -0.011 -0.001
C -1.4043 4.8667 2.8853 -0.006 0.011 0.000
N -1.6943 8.0533 4.7875 0.266 0.106 -0.177
O -2.4365 8.6633 4.0397 -0.091 -0.040 0.067
O -1.2283 8.5251 5.8098 -0.100 -0.043 0.057
H 0.5640 4.1036 5.5176 -0.001 -0.002 0.001
H -0.1059 6.4410 6.1671 -0.002 0.000 0.001
H -2.4289 6.7448 2.5963 -0.001 -0.002 0.000
H -1.7488 4.4043 1.9699 0.001 -0.002 0.002
```
Forces are in eV/Å.

Output
- HOMO-LUMO gap (eV) = 3.9
- 2S+1 = 1
- ΔE to the lowest compared entry with this formula, charge and spin (kJ/mol) = 0.0
- total charge = -2
- LUMO level (eV) = 2.92
- molar mass (g/mol) = 933.68
- HOMO (eV) = -0.94

Here are the Mulliken charges for atoms 1 to 99, given in e:
1. Cs 2.0294
2. C -1.7651
3. C 2.0170
4. C -1.9908
5. C -1.9627
6. P 1.3811
7. C -1.0619
8. N 0.2272
9. B -0.3339
10. N -0.0991
11. C -0.7509
12. P -0.3268
13. C 2.3119
14. C -1.9224
15. C -2.0882
16. C -1.7664
17. C 2.5859
18. C -1.9173
19. C -1.9021
20. C -2.1845
21. C 1.0066
22. C -0.3592
23. C -0.8304
24. C -0.8961
25. C -0.5166
26. C -0.1482
27. C 2.3473
28. C -2.1412
29. C -1.7628
30. C -1.7137
31. H 0.5582
32. H 0.1513
33. H 0.2811
34. H 0.5522
35. H 0.3430
36. H 0.2223
37. H 0.5354
38. H 0.2339
39. H 0.2781
40. H -0.1431
41. H 0.2497
42. H 0.1476
43. H 0.2485
44. H 0.3735
45. H 0.3471
46. H 0.4911
47. H 0.2971
48. H 0.6499
49. H 0.2336
50. H 0.3043
51. H 0.2458
52. H 0.4719
53. H 0.3138
54. H 0.4477
55. H 0.3653
56. H 0.3249
57. H 0.2548
58. H 0.5542
59. H 0.4240
60. H 0.5209
61. H 0.3529
62. H 0.3572
63. H 0.3653
64. H 0.3674
65. H 0.3552
66. H 0.3635
67. H 0.2730
68. H 0.5563
69. H 0.1126
70. H 0.5650
71. H 0.2407
72. H 0.0637
73. H 0.0226
74. H 0.5211
75. C 0.0412
76. C 0.0715
77. C -0.6719
78. C -0.8667
79. C 1.3230
80. C -0.9050
81. C -0.4222
82. C -0.4996
83. C 0.4484
84. S -0.4607
85. C -0.9342
86. N 0.1704
87. H 0.3853
88. H -0.2182
89. H -0.2086
90. H 0.3740
91. H 0.3403
92. H 0.2932
93. H 0.3290
94. H 0.3565
95. N 0.3284
96. C -0.4087
97. H 0.2452
98. O -1.1216
99. C 0.2185

The lowest LUMO level belongs to which entry?
C42H56ClFN2O12S5

The lowest molar mass belongs to which entry?
C42H57BCsN5O4P2S

Which of these has the highest HOMO?
C42H57BCsN5O4P2S